(1)
Density functional theory data (ωB97M-V with the def2-TZVPD basis set) for one molecule with the formula C19H12Cl3N3O2.

Geometry as XYZ:
```
39
Properties=species:S:1:pos:R:3:forces:R:3
C 5.38938 0.51988 0.35890 0.0 0.0 0.0
C 4.07062 0.07605 0.90187 -0.1 -0.1 0.0
C 3.65609 0.47753 2.19251 -0.3 -0.1 0.1
C 2.44107 0.06464 2.65880 0.2 0.1 0.0
C 1.62894 -0.75749 1.84911 0.1 -0.1 -0.4
C 0.34878 -1.22274 2.21598 -0.2 -0.3 -0.3
Cl -0.33439 -0.76734 3.73558 -0.1 0.0 0.2
C -0.36740 -2.02957 1.37658 0.1 0.3 0.4
C 0.14960 -2.39933 0.12510 0.5 -0.1 -0.2
Cl -0.85843 -3.43799 -0.83560 0.0 -0.1 0.1
C 1.37680 -1.94212 -0.31346 -0.3 -0.2 0.4
O 1.97240 -2.18709 -1.50682 -0.2 -0.1 0.3
C 1.21435 -2.25098 -2.69570 0.2 -0.1 -0.5
C 0.09273 -1.27244 -2.74138 -0.5 0.1 -0.5
N -0.89556 -1.24405 -3.57640 1.2 -1.2 -0.1
N -1.68034 -0.21263 -3.22303 -0.7 1.3 0.7
C -1.13989 0.34611 -2.18194 -0.2 -0.6 -0.7
C -1.63981 1.45064 -1.39888 0.0 0.4 0.4
C -0.99953 1.81404 -0.21404 -0.1 -0.1 -0.2
C -1.49300 2.85426 0.54736 -0.1 0.1 0.0
C -2.62649 3.53307 0.12174 0.2 -0.3 -0.2
Cl -3.24231 4.83358 1.07096 -0.1 0.2 0.1
C -3.27264 3.17938 -1.05601 0.0 0.1 0.1
C -2.78032 2.13742 -1.81468 0.2 -0.1 0.1
O 0.01116 -0.28195 -1.83267 -0.1 0.3 -0.1
C 2.13953 -1.11820 0.57314 -0.4 0.0 0.5
N 3.33379 -0.68709 0.13905 0.4 0.1 -0.3
H 6.19518 0.18148 1.00811 0.1 0.0 0.0
H 5.53008 0.10796 -0.63537 0.0 0.0 0.0
H 5.43079 1.60688 0.31067 0.1 0.1 0.0
H 4.30017 1.10408 2.79031 0.0 0.1 0.1
H 2.08720 0.35105 3.63808 0.0 0.0 0.0
H -1.34123 -2.39324 1.66333 -0.1 0.0 0.0
H 1.93090 -2.02021 -3.49332 -0.1 0.0 0.1
H 0.81192 -3.25449 -2.88358 0.1 0.3 0.1
H -0.12075 1.27472 0.10771 0.1 0.0 0.1
H -1.00646 3.13865 1.46696 0.0 0.0 0.1
H -4.15310 3.71804 -1.36867 -0.1 0.1 0.0
H -3.26277 1.83715 -2.73078 -0.1 0.0 -0.1
```
Forces are in eV/Å.

Output
Net charge   0
M   420.68 g/mol
LUMO level   -0.14 eV
DFT total energy   -2426.56122 hartree
Orbital gap   8.4 eV
SMILES   Cc1ccc2c(Cl)cc(Cl)c(OCc3nnc(-c4ccc(Cl)cc4)o3)c2n1

=====

(2)
Density functional theory data (ωB97M-V with the def2-TZVPD basis set) for one molecule with the formula C4H7NO2.

Geometry as XYZ:
```
14
Properties=species:S:1:pos:R:3:forces:R:3
C -1.76018 -0.79570 -0.23346 0.2 -0.2 0.0
C -0.34159 -0.30760 -0.43527 0.0 -0.2 -0.1
C 0.00893 0.94408 0.30921 0.0 -0.4 0.1
N 1.42693 0.98632 0.00570 0.2 -0.3 0.0
C 1.85198 -0.30571 0.19434 0.3 -0.4 -0.1
O 2.96515 -0.73246 0.32980 -0.4 0.1 0.0
O 0.70703 -1.10516 0.21993 0.5 -0.5 -0.8
H -2.10927 -0.66523 0.79702 0.2 -0.1 -0.1
H -1.83265 -1.84709 -0.50990 -0.1 0.0 0.1
H -2.44029 -0.22863 -0.88661 0.3 -0.1 0.1
H -0.05614 -0.30738 -1.48771 -0.2 0.2 -0.2
H -0.04021 0.34032 1.29308 -0.9 2.7 -0.1
H -0.50296 1.87747 0.01955 0.0 -0.5 0.8
H 2.04321 1.77820 0.10804 -0.1 -0.3 0.3
```
Forces are in eV/Å.

Output
Net charge   0
Relative energy (zero: lowest compared OMol25 entry of this formula, charge and spin)   26.5 kcal per mole
M   101.10 g/mol
LUMO level   0.85 eV
DFT total energy   -361.83864 hartree
Orbital gap   10.7 eV
SMILES   C[C@H]1CNC(=O)O1

=====

(3)
Density functional theory data (ωB97M-V with the def2-TZVPD basis set) for a 3-piece molecular cluster, C2H12NO3 overall.

Geometry as XYZ:
```
18
Properties=species:S:1:pos:R:3:forces:R:3
C 0.34495 -1.41785 1.86650 0.7 1.2 0.6
O -0.60375 -0.66472 2.61725 -0.2 -0.6 -0.1
C 0.28589 -0.83230 0.45884 1.1 -1.1 -0.7
N -0.18508 0.56537 0.37519 -1.3 -0.7 0.8
H 1.32440 -1.27666 2.33687 0.1 0.1 -0.3
H 0.20360 -2.49616 1.80476 -0.5 0.0 0.1
H -0.62306 -0.99013 3.52368 -0.1 0.1 0.0
H -0.31100 -1.52151 -0.12767 -0.4 0.7 -0.4
H 1.26982 -0.80293 -0.00040 0.2 -0.3 0.0
H 0.35401 1.15150 0.95857 1.3 0.8 0.9
H -0.13764 1.00330 -0.55299 -0.4 -0.2 -0.2
H -1.08016 0.60518 0.87798 -0.4 0.2 -0.7
H 0.10570 1.80292 -2.43341 0.4 -0.2 -0.4
H 1.55527 2.00215 -1.85360 0.2 -0.2 -0.5
O 0.68181 2.38768 -1.92649 -0.6 0.1 0.8
H -1.33953 -0.47270 -3.07571 -0.4 0.4 0.2
H 0.03089 -0.96033 -2.96370 0.5 0.1 0.2
O -0.54873 -0.31472 -2.54361 -0.2 -0.4 -0.4
```
Forces are in eV/Å.

Output
Net charge   +1
Relative energy (zero: lowest compared OMol25 entry of this formula, charge and spin)   16.3 kcal per mole
M   98.12 g/mol
LUMO level   -3.17 eV
DFT total energy   -363.62483 hartree
Orbital gap   11.8 eV